{
  "formula": "C4H6N2O",
  "method": "ωB97M-V with the def2-TZVPD basis set",
  "gap_ev": 8.93,
  "de_lowest_kcal_mol": 137.4,
  "multiplicity": 1,
  "symbols": ["C", "O", "C", "N", "N", "C", "C", "H", "H", "H", "H", "H", "H"],
  "coordinates": [[-2.277401, 0.237866, -0.159945], [-1.482398, -0.075112, 1.016176], [-0.033268, 0.039707, 0.771275], [-0.453572, 1.144933, 1.280348], [2.384390, 0.924335, -0.233025], [2.066128, -0.311106, -0.342109], [0.806413, -0.821271, 0.165461], [-2.999396, -0.572942, -0.260298], [-2.769519, 1.192516, 0.025949], [-1.626381, 0.295245, -1.033511], [3.281723, 1.102011, -0.682261], [2.695729, -1.055086, -0.850274], [0.519492, -1.860939, 0.072248]],
  "forces_ev_per_angstrom": [[-0.1, 0.0, -0.1], [-0.1, -0.2, 0.1], [-0.1, 0.4, 0.1], [0.4, -0.3, -0.3], [0.1, -0.3, -0.1], [-0.1, 0.1, 0.1], [0.0, 0.1, 0.0], [0.1, 0.1, 0.0], [0.0, -0.2, 0.0], [-0.1, 0.0, 0.1], [-0.1, 0.0, 0.1], [0.0, 0.2, 0.1], [0.0, 0.2, -0.1]],
  "mulliken_charge": [-0.54, -0.17, 0.73, -0.46, -0.64, 0.07, -0.74, 0.24, 0.25, 0.33, 0.23, 0.36, 0.33]
}

---

{
  "formula": "C48H60AsFN2S3W",
  "method": "ωB97M-V with the def2-TZVPD basis set",
  "gap_ev": [6.09, 6.18],
  "de_lowest_kcal_mol": 12.5,
  "multiplicity": 1,
  "total_charge": 2,
  "symbols": ["W", "C", "C", "C", "C", "C", "C", "C", "C", "C", "C", "C", "C", "N", "C", "C", "C", "C", "C", "C", "F", "H", "H", "H", "H", "H", "H", "H", "H", "H", "H", "H", "H", "H", "H", "H", "H", "H", "H", "H", "H", "H", "C", "C", "S", "C", "C", "S", "C", "C", "S", "H", "H", "H", "H", "H", "H", "H", "H", "H", "H", "H", "H", "C", "C", "C", "C", "C", "C", "As", "N", "C", "C", "C", "C", "C", "C", "C", "C", "C", "C", "C", "C", "C", "C", "C", "C", "C", "C", "H", "H", "H", "H", "H", "H", "H", "H", "H", "H", "H", "H", "H", "H", "H", "H", "H", "H", "H", "H", "H", "H", "H", "H", "H", "H", "H"],
  "coordinates": [[-1.418921, 0.376236, -0.110971], [-3.238931, 4.211892, 1.871309], [-3.232827, 2.769956, 2.390962], [-4.416566, 2.604462, 3.354048], [-1.924359, 2.383832, 3.066567], [-1.411910, 3.261778, 4.014270], [-0.276049, 2.952269, 4.733998], [0.327471, 1.724297, 4.545374], [-0.143471, 0.787484, 3.624003], [0.602353, -0.546673, 3.644414], [-0.267929, -1.777113, 3.899637], [1.540388, -0.765298, 2.467009], [-1.252714, 1.167901, 2.843273], [-1.829781, 0.296537, 1.813554], [-2.916485, -0.496430, 2.280645], [-3.330291, -0.610623, 3.607058], [-4.358577, -1.478608, 3.941343], [-4.994144, -2.257711, 2.982071], [-4.600252, -2.171429, 1.652914], [-3.587674, -1.293511, 1.383594], [-3.127588, -1.146342, 0.057623], [-4.140956, 4.393515, 1.283857], [-2.369852, 4.451658, 1.255613], [-3.256360, 4.928173, 2.691956], [-3.401575, 2.097820, 1.546563], [-4.284191, 3.246901, 4.226132], [-4.529507, 1.580106, 3.703185], [-5.345593, 2.896957, 2.862284], [-1.919659, 4.198216, 4.201920], [0.119584, 3.647888, 5.461851], [1.190920, 1.465416, 5.144720], [1.249267, -0.463584, 4.519745], [-0.926062, -2.009401, 3.063825], [-0.882870, -1.657547, 4.792125], [0.377503, -2.642741, 4.057211], [1.003718, -0.887148, 1.529343], [2.127295, -1.670592, 2.635172], [2.233443, 0.069611, 2.355678], [-2.836977, -0.026143, 4.370747], [-4.663184, -1.552884, 4.976240], [-5.790719, -2.931928, 3.262092], [-5.056216, -2.759932, 0.868885], [-1.385003, 1.437906, -4.157019], [-1.338643, -0.082496, -4.051153], [-1.925808, -0.872381, -2.524932], [-3.714703, -0.600473, -2.677840], [-4.198717, 0.818981, -2.420682], [-3.557839, 1.511971, -0.867789], [-3.218610, 3.232939, -1.284829], [-2.292926, 3.488854, -2.475831], [-0.907057, 2.333613, -2.649059], [-2.370271, 1.783046, -4.458862], [-0.695547, 1.731564, -4.949291], [-0.319431, -0.440812, -4.145868], [-1.927139, -0.531657, -4.853471], [-4.183213, -1.304826, -1.995452], [-3.996605, -0.904653, -3.686462], [-5.286121, 0.825745, -2.347804], [-3.915713, 1.491730, -3.224481], [-2.791569, 3.630869, -0.365750], [-4.174509, 3.737105, -1.432761], [-1.874478, 4.488843, -2.360436], [-2.845332, 3.497455, -3.413441], [2.130875, -6.893320, -1.003615], [1.807115, -5.443441, -1.221518], [0.875727, -4.778343, -0.442994], [0.576412, -3.430104, -0.624915], [-0.584875, -2.916282, 0.184869], [1.279449, -2.693020, -1.582994], [1.241969, -0.762521, -2.001112], [0.469693, 0.271170, -0.511911], [1.085029, 1.439695, 0.027841], [0.180453, 2.431359, 0.415229], [0.570442, 3.602048, 1.041087], [1.924384, 3.821517, 1.245738], [2.836513, 2.845827, 0.872299], [2.433182, 1.652277, 0.285977], [3.139588, -0.350527, -1.953832], [4.091874, -1.030144, -1.182439], [3.747922, -2.040260, -0.121566], [5.438370, -0.738767, -1.376826], [5.868469, 0.195164, -2.308910], [7.328466, 0.469885, -2.522085], [4.903677, 0.870788, -3.049710], [3.550444, 0.613998, -2.892533], [2.577776, 1.398785, -3.740185], [2.142500, -3.380217, -2.464997], [2.809297, -2.749445, -3.668916], [2.392368, -4.728616, -2.259168], [1.623690, -7.286906, -0.124670], [3.203815, -7.034569, -0.870223], [1.829640, -7.490286, -1.865590], [0.337383, -5.327734, 0.322653], [-1.479919, -3.490442, -0.064819], [-0.799142, -1.869352, -0.048912], [-0.416855, -2.999036, 1.257690], [-0.920094, 2.345242, 0.215627], [-0.157699, 4.332609, 1.360756], [2.261589, 4.740711, 1.704067], [3.891819, 3.003514, 1.052514], [3.168936, 0.903795, 0.053537], [2.745998, -1.898594, 0.270491], [4.454226, -1.962832, 0.705512], [3.802936, -3.059565, -0.510406], [6.173597, -1.258914, -0.772611], [7.936071, 0.032825, -1.732066], [7.524976, 1.541347, -2.558180], [7.658983, 0.047037, -3.472487], [5.217398, 1.618053, -3.769809], [3.111347, 2.139146, -4.333430], [1.847371, 1.933391, -3.127610], [2.031689, 0.753556, -4.434054], [2.246087, -1.910015, -4.085371], [2.890927, -3.494895, -4.458981], [3.813064, -2.387500, -3.443836], [3.064516, -5.238637, -2.941193]],
  "forces_ev_per_angstrom": [[-0.8, 1.2, -0.6], [0.0, 0.0, 0.1], [0.0, 0.0, 0.0], [0.0, 0.0, 0.0], [0.0, 0.1, 0.0], [0.0, 0.0, 0.0], [0.0, 0.0, 0.0], [0.0, 0.0, 0.0], [0.0, 0.0, 0.0], [-0.1, 0.0, 0.0], [0.0, 0.0, 0.0], [0.1, 0.0, 0.0], [0.0, 0.0, -0.1], [0.1, -0.4, -0.2], [0.1, 0.0, 0.1], [0.0, 0.0, 0.0], [0.0, 0.0, 0.0], [0.0, 0.0, 0.0], [0.0, 0.0, 0.0], [0.0, 0.0, 0.0], [0.3, -0.2, 0.1], [0.0, 0.0, 0.0], [0.1, 0.0, 0.1], [0.0, 0.0, 0.0], [0.0, 0.1, 0.1], [0.0, 0.0, 0.0], [0.0, 0.0, 0.0], [0.0, 0.0, 0.0], [0.0, 0.0, 0.0], [0.0, 0.0, 0.0], [0.0, 0.0, 0.0], [0.0, 0.0, 0.0], [0.0, 0.0, 0.0], [0.0, 0.0, 0.0], [0.0, 0.0, 0.0], [-0.1, 0.0, 0.0], [0.0, 0.0, 0.0], [0.0, 0.0, 0.0], [0.0, 0.0, 0.0], [0.0, 0.0, 0.0], [0.0, 0.0, 0.0], [0.0, 0.0, 0.0], [0.0, 0.0, 0.0], [0.0, 0.0, 0.0], [0.0, -0.1, 0.2], [0.0, 0.0, 0.0], [0.0, 0.0, 0.0], [0.1, -0.1, 0.0], [0.0, 0.0, 0.0], [0.0, 0.0, 0.0], [0.0, -0.1, 0.1], [0.0, 0.0, 0.0], [0.0, 0.0, 0.0], [0.0, 0.0, 0.0], [0.0, 0.0, 0.0], [0.0, 0.0, 0.0], [0.0, 0.0, 0.0], [0.0, 0.0, 0.0], [0.0, 0.0, 0.0], [0.0, -0.1, -0.2], [0.0, 0.0, 0.0], [0.0, 0.0, 0.0], [0.0, 0.0, 0.0], [0.0, 0.0, 0.0], [0.0, 0.0, 0.0], [0.0, 0.0, 0.0], [0.0, 0.0, 0.0], [0.1, 0.2, -0.1], [0.0, -0.1, -0.1], [0.0, 0.0, 0.1], [0.0, -0.2, -0.1], [0.0, -0.1, 0.0], [-0.1, -0.1, 0.1], [0.1, -0.1, 0.1], [0.0, 0.0, 0.0], [0.0, 0.0, 0.0], [0.0, 0.0, 0.0], [0.0, 0.1, 0.0], [0.0, 0.0, 0.1], [0.1, 0.0, 0.1], [0.0, 0.0, 0.0], [0.0, 0.0, 0.0], [0.0, 0.0, 0.0], [0.0, 0.0, 0.0], [0.0, 0.0, 0.0], [0.0, 0.0, 0.0], [-0.1, 0.0, -0.1], [0.0, -0.1, 0.0], [0.0, 0.0, 0.0], [0.0, 0.0, 0.0], [0.0, 0.0, 0.0], [0.0, 0.0, 0.0], [0.0, 0.0, 0.0], [0.0, 0.0, 0.0], [0.2, -0.4, 0.1], [0.0, 0.0, 0.0], [0.1, 0.1, -0.1], [0.0, 0.0, 0.0], [0.0, 0.0, 0.0], [0.0, 0.0, 0.0], [0.0, -0.1, 0.0], [0.0, 0.0, 0.1], [0.0, 0.0, 0.0], [0.0, 0.0, 0.1], [0.0, 0.0, 0.0], [0.0, 0.0, 0.0], [0.0, 0.0, 0.0], [0.0, 0.0, 0.0], [0.0, 0.0, 0.0], [0.0, 0.0, 0.0], [0.0, 0.0, 0.0], [0.0, 0.0, 0.0], [0.0, 0.0, 0.0], [0.0, 0.0, 0.0], [0.0, 0.0, 0.0], [0.0, 0.0, 0.0]],
  "mulliken_charge": [-1.27, -2.14, 2.18, -1.60, 1.05, -0.49, -1.50, -0.85, 0.47, 0.01, -1.50, -0.89, -0.07, 1.47, 1.07, -1.25, -0.91, -0.82, -1.14, 0.50, 0.34, 0.42, 0.49, 0.51, -1.00, 0.36, 0.28, 0.49, 0.39, 0.44, 0.45, 0.68, -0.01, 0.34, 0.57, -0.39, 0.85, 0.32, 0.74, 0.53, 0.45, 0.57, -1.20, -0.59, 0.67, -1.10, -0.95, 0.28, 0.33, -1.55, 0.52, 0.59, 0.76, -0.15, 0.85, 0.37, 0.76, 0.65, 0.33, -0.89, 0.89, 0.52, 0.54, -1.66, 0.51, -0.79, 0.49, -0.78, 0.55, 1.61, 0.00, 1.05, 0.07, -0.52, -1.33, -1.04, -0.63, 0.41, 1.31, -1.58, -1.20, 0.46, -1.66, -1.32, 0.47, -1.15, 0.42, -1.95, -0.86, 0.37, 0.36, 0.35, 0.43, 0.89, -0.61, 0.40, 0.19, 0.35, 0.47, 0.55, 0.63, -0.35, 0.69, 0.30, 0.46, 0.41, 0.40, 0.32, 0.45, 0.53, 0.00, 0.21, 0.16, 0.67, 0.20, 0.51]
}

---

{
  "formula": "C21H21ClN3O3S",
  "method": "ωB97M-V with the def2-TZVPD basis set",
  "gap_ev": 5.49,
  "multiplicity": 1,
  "total_charge": -1,
  "symbols": ["C", "N", "C", "C", "C", "C", "C", "C", "C", "C", "O", "N", "C", "C", "O", "N", "C", "C", "O", "C", "C", "H", "H", "H", "H", "H", "H", "H", "H", "H", "H", "H", "H", "H", "H", "H", "H", "H", "Cl", "C", "C", "C", "C", "C", "S", "C", "H", "H", "H", "H"],
  "coordinates": [[-6.028731, -0.460549, 2.234065], [-4.972589, 0.007924, 3.102922], [-5.333157, 1.180472, 3.868330], [-3.661450, -0.469436, 3.013328], [-2.797894, 0.020609, 2.011845], [-1.509388, -0.461300, 1.928076], [-1.019208, -1.417011, 2.839745], [0.381445, -1.818723, 2.815829], [1.448410, -0.969914, 2.875598], [2.796363, -1.574346, 2.877825], [3.009996, -2.783410, 2.805436], [3.890875, -0.693692, 3.012754], [5.211709, -1.273104, 2.990905], [3.809927, 0.701356, 3.000250], [4.792684, 1.441195, 2.999666], [2.514988, 1.236033, 3.002377], [2.496487, 2.672048, 3.130721], [1.327013, 0.489171, 3.146704], [0.290287, 1.060108, 3.480584], [-1.922885, -1.984297, 3.775354], [-3.203571, -1.475282, 3.900755], [-5.685274, -1.294496, 1.612930], [-6.875347, -0.790007, 2.851579], [-6.379346, 0.357175, 1.587785], [-4.474158, 1.553560, 4.436517], [-5.699806, 1.972903, 3.198250], [-6.147201, 0.920924, 4.559342], [-3.160776, 0.785133, 1.320692], [-0.861753, -0.141337, 1.104558], [0.600448, -2.888346, 2.821761], [5.927997, -0.459959, 3.022817], [5.331697, -1.922866, 3.858353], [5.332963, -1.858278, 2.078423], [1.468936, 3.015497, 3.147745], [3.010618, 2.964866, 4.049732], [3.041616, 3.099954, 2.288765], [-1.555807, -2.781380, 4.433629], [-3.893054, -1.856466, 4.658578], [4.000724, -5.512652, -1.725907], [2.407131, -4.897130, -1.586034], [1.306257, -5.762938, -1.707961], [0.010838, -5.228327, -1.600581], [-0.185805, -3.883287, -1.327261], [0.927070, -3.055347, -1.005575], [0.811968, -1.615368, -0.167553], [2.230975, -3.544319, -1.325443], [1.476820, -6.820552, -1.898473], [-0.842841, -5.895667, -1.711250], [-1.184814, -3.463758, -1.257302], [3.088361, -2.889487, -1.235533]],
  "forces_ev_per_angstrom": [[0.4, 0.1, 0.2], [-1.0, 0.2, 0.3], [0.2, -0.4, -0.2], [1.1, -0.4, 0.0], [-0.5, -0.4, 0.6], [0.6, -0.1, -0.1], [-1.4, 0.1, 0.0], [0.7, 0.3, -0.1], [-0.1, 0.1, 0.8], [0.3, -0.9, -0.1], [-0.2, 1.5, 0.2], [-0.5, 0.7, -0.2], [0.3, -0.3, 0.0], [-0.2, 0.0, -0.2], [-1.0, -0.9, 0.1], [0.5, -0.8, 0.2], [0.0, 0.5, 0.0], [-0.8, 0.3, 0.0], [1.2, -0.5, -0.4], [1.2, 0.3, -0.3], [-0.6, 0.5, -0.6], [-0.1, 0.2, 0.2], [-0.1, -0.1, -0.2], [-0.1, -0.1, -0.1], [-0.2, -0.1, -0.1], [0.0, 0.1, 0.1], [0.0, 0.2, 0.1], [0.1, -0.3, 0.2], [-0.2, -0.1, 0.5], [0.1, 0.3, -0.1], [0.0, -0.1, 0.0], [0.1, -0.1, -0.1], [0.1, 0.0, 0.1], [0.0, -0.1, 0.0], [-0.1, 0.1, -0.1], [-0.1, 0.1, 0.1], [-0.2, 0.3, -0.2], [0.2, 0.1, -0.3], [0.8, -0.4, -0.2], [-1.7, 0.6, -0.1], [0.1, 0.1, 0.1], [0.6, -0.1, -0.2], [0.5, 0.0, 0.3], [0.6, -1.4, -1.1], [-0.4, 1.5, 0.4], [-0.6, -0.8, 0.2], [-0.1, 0.2, 0.1], [0.1, 0.1, -0.1], [0.1, -0.1, 0.2], [-0.1, 0.0, 0.2]],
  "mulliken_charge": [-1.05, 0.30, -1.03, -0.01, -0.40, -0.48, 0.68, -0.82, 0.84, -0.01, -0.66, 0.05, -1.12, 0.69, -0.67, 0.06, -1.14, 0.74, -0.67, -0.81, -0.37, 0.30, 0.32, 0.32, 0.29, 0.32, 0.32, 0.38, 0.25, 0.42, 0.38, 0.30, 0.32, 0.37, 0.33, 0.32, 0.40, 0.38, -0.28, 0.47, -0.55, -0.21, -0.83, 0.41, -0.41, -0.83, 0.36, 0.32, 0.35, 0.36]
}

---

| no. | E_tot (eV) |
| --- | --- |
| 1 | -9267.54244 |
| 2 | -151603.28915 |
| 3 | -56090.31131 |